[1]
Below is a cluster of 2 separate species, C5H12O2 in total, with properties calculated with the ωB97M-V functional and the def2-TZVPD basis.

Last column: Löwdin charge in e.
Cartesian coordinates (Å):
C1 1.7625 -1.0971 -1.2515  0.062
C2 0.8153 -0.1875 -1.0380  -0.392
O1 0.9593 1.1548 -1.2737  0.005
C3 -0.5620 -0.4664 -0.4878  -0.356
O2 -1.5512 -0.0183 -1.3997  -0.014
C4 -0.7469 0.1647 0.8983  -0.208
C5 -2.1140 -0.1479 1.5002  -0.101
H1 2.7528 -0.8315 -1.6153  0.063
H2 1.5684 -2.1444 -1.0522  0.064
H3 1.8099 1.3104 -1.7049  0.112
H4 -0.6895 -1.5524 -0.4183  0.152
H5 -1.3312 0.9009 -1.6075  0.096
H6 -0.6166 1.2513 0.8030  0.114
H7 0.0588 -0.1884 1.5555  0.115
H8 -2.9107 0.1389 0.8074  0.072
H9 -2.2216 -1.2187 1.7106  0.076
H10 -2.2624 0.3941 2.4398  0.071
H11 2.3746 1.3976 0.8394  0.022
H12 2.9044 1.1401 1.2947  0.047

E_tot = -348.13172 Eh
orbital gap = 10.061 eV

***

[2]
Below is a structure of composition C24H18F5N4PdS, with properties calculated with the ωB97M-V functional and the def2-TZVPD basis.

Last column: Löwdin charge in e.
Cartesian coordinates (Å):
Pd1 0.6393 0.0810 1.2107  0.367
C1 -1.5448 2.9169 0.1375  -0.135
N1 -1.7025 1.8148 -0.7900  -0.145
C2 -2.9013 0.9979 -0.7014  -0.138
C3 -2.5888 -0.4626 -0.4586  -0.274
C4 -2.1580 -1.3069 -1.4765  -0.029
C5 -1.8005 -2.6070 -1.1683  -0.064
C6 -1.8984 -3.0309 0.1454  -0.079
C7 -2.3469 -2.1247 1.0924  -0.148
N2 -2.7008 -0.8750 0.8064  0.112
C8 -1.2296 2.0796 -2.1279  -0.144
C9 0.2714 2.2615 -2.1951  -0.280
C10 0.8483 3.4608 -2.5951  -0.055
C11 2.2299 3.5724 -2.5835  -0.089
C12 2.9842 2.4896 -2.1674  -0.070
C13 2.3192 1.3202 -1.8140  -0.143
N3 1.0003 1.2057 -1.8464  0.128
C14 -0.2797 2.8288 0.9607  -0.310
C15 0.7711 3.6894 0.7961  -0.077
C16 1.9599 3.4761 1.5333  -0.117
C17 2.0133 2.4354 2.4072  -0.112
C18 0.8533 1.6227 2.6010  -0.326
N4 -0.2997 1.8448 1.9041  -0.017
H1 -2.3881 2.9220 0.8307  0.116
H2 -1.5547 3.8785 -0.4036  0.116
H3 -3.5133 1.1166 -1.6087  0.117
H4 -3.4953 1.3252 0.1511  0.110
H5 -2.0861 -0.9421 -2.4928  0.100
H6 -1.4378 -3.2766 -1.9383  0.109
H7 -1.6166 -4.0333 0.4389  0.093
H8 -2.4277 -2.4164 2.1345  0.107
H9 -1.7202 2.9737 -2.5600  0.117
H10 -1.4775 1.2278 -2.7605  0.109
H11 0.2212 4.2958 -2.8834  0.104
H12 2.7077 4.4996 -2.8772  0.098
H13 4.0639 2.5367 -2.1156  0.096
H14 2.8609 0.4379 -1.4888  0.075
H15 0.6995 4.4990 0.0814  0.092
H16 2.8164 4.1227 1.3829  0.092
H17 2.9064 2.2117 2.9769  0.091
H18 0.7487 1.0825 3.5400  0.086
F1 -0.0376 -6.9810 2.2161  0.091
C19 0.3924 -5.7821 1.7843  -0.167
C20 0.3594 -4.6794 2.6173  -0.163
F2 -0.1138 -4.8155 3.8676  0.096
C21 0.8148 -3.4533 2.1724  -0.271
F3 0.7553 -2.4418 3.0451  0.052
C22 1.3037 -3.2477 0.8765  -0.589
S1 1.8415 -1.7106 0.2669  0.550
C23 1.3329 -4.3949 0.0737  -0.270
F4 1.7804 -4.3158 -1.1893  0.059
C24 0.8909 -5.6312 0.5046  -0.165
F5 0.9336 -6.6983 -0.3135  0.092

E_tot = -2169.81928 Eh
orbital gap = 6.498 eV
charge = -1

***

[3]
Below is a structure of composition C36H46Br2N4O2P2Sr, with properties calculated with the ωB97M-V functional and the def2-TZVPD basis.

Last column: Löwdin charge in e.
Cartesian coordinates (Å):
Sr1 0.3973 -0.4543 -0.2415  1.253
C1 0.0696 -3.4514 2.8534  -0.125
C2 0.1049 -2.2811 3.8375  -0.580
C3 1.4452 -2.2557 4.5739  -0.128
P1 -0.0976 -0.7004 2.9009  1.042
C4 0.0293 0.6021 4.2233  -0.546
C5 -0.8819 0.3352 5.4185  -0.110
C6 -0.2338 1.9945 3.6574  -0.116
C7 -1.8444 -0.6633 2.3882  -0.311
C8 -2.7893 -1.5491 2.9186  -0.061
C9 -4.0973 -1.5993 2.4709  -0.277
C10 -5.0960 -2.5524 3.0703  -0.056
C11 -4.4541 -0.7398 1.4326  -0.035
C12 -3.5490 0.1496 0.8965  -0.034
C13 -2.2272 0.2394 1.3690  -0.358
N1 -1.2731 1.0756 0.8007  -0.141
C14 -1.5320 2.3865 0.5620  -0.334
C15 -2.7013 3.0526 1.0225  -0.037
C16 -2.9444 4.3858 0.7881  -0.047
C17 -2.0421 5.1942 0.0953  -0.292
C18 -2.3120 6.6503 -0.1782  -0.062
C19 -0.8688 4.5851 -0.3039  -0.097
C20 -0.5835 3.2282 -0.0978  -0.308
P2 1.0839 2.6497 -0.5102  1.038
C21 2.1724 3.9723 0.2587  -0.540
C22 3.1546 4.6545 -0.6889  -0.117
C23 2.9230 3.3811 1.4543  -0.126
C24 1.3025 2.7550 -2.3635  -0.553
C25 0.9809 1.3874 -2.9779  -0.147
C26 0.5327 3.8419 -3.1086  -0.114
H1 0.1591 -4.4012 3.3868  0.082
H2 0.9113 -3.3795 2.1564  0.059
H3 -0.8370 -3.4705 2.2499  0.058
H4 -0.6915 -2.3954 4.5767  0.091
H5 2.2654 -2.0500 3.8795  0.073
H6 1.6360 -3.2271 5.0356  0.079
H7 1.4735 -1.5010 5.3601  0.059
H8 1.0746 0.5550 4.5476  0.094
H9 -1.9229 0.2646 5.0932  0.078
H10 -0.8121 1.1560 6.1364  0.078
H11 -0.6268 -0.5866 5.9427  0.062
H12 -1.2799 2.1040 3.3662  0.075
H13 0.3655 2.2016 2.7713  0.040
H14 -0.0149 2.7476 4.4184  0.084
H15 -2.4968 -2.2370 3.7025  0.097
H16 -4.6021 -3.3030 3.6879  0.072
H17 -5.6579 -3.0738 2.2936  0.077
H18 -5.8188 -2.0283 3.7000  0.078
H19 -5.4592 -0.7813 1.0265  0.115
H20 -3.8442 0.7805 0.0673  0.120
H21 -3.4280 2.4937 1.5961  0.100
H22 -3.8635 4.8210 1.1678  0.109
H23 -3.2613 6.9572 0.2618  0.069
H24 -2.3653 6.8582 -1.2493  0.075
H25 -1.5328 7.2923 0.2390  0.074
H26 -0.1188 5.2000 -0.7929  0.099
H27 1.4762 4.7213 0.6387  0.093
H28 3.8764 3.9419 -1.0986  0.071
H29 3.7266 5.4102 -0.1456  0.081
H30 2.6587 5.1467 -1.5246  0.063
H31 3.7188 2.7075 1.1253  0.055
H32 2.2616 2.8171 2.1128  0.049
H33 3.3887 4.1772 2.0403  0.081
H34 2.3765 2.9269 -2.4924  0.090
H35 -0.0739 1.1214 -2.8421  0.078
H36 1.6102 0.5800 -2.5889  0.039
H37 1.1553 1.4183 -4.0559  0.084
H38 -0.5409 3.7245 -2.9526  0.082
H39 0.7284 3.7743 -4.1815  0.079
H40 0.8053 4.8453 -2.7841  0.058
Br1 7.5477 -1.7097 0.4784  0.788
C27 5.7482 -1.3593 0.0458  -0.671
C28 5.3039 -0.0576 -0.0825  -0.088
C29 3.9682 0.1350 -0.3915  -0.118
N2 3.0999 -0.8569 -0.5799  0.040
C30 3.5539 -2.1132 -0.4840  -0.214
C31 4.8710 -2.4085 -0.1612  -0.050
C32 2.5871 -3.1956 -0.8004  -0.245
C33 2.5953 -4.3965 -0.1056  -0.069
C34 1.6843 -5.3659 -0.4863  -0.673
Br2 1.6157 -7.0007 0.4493  0.777
C35 0.8227 -5.1242 -1.5354  -0.085
C36 0.8847 -3.8808 -2.1470  -0.130
N3 1.7347 -2.9256 -1.7898  0.114
H41 5.9649 0.7852 0.0572  0.109
H42 3.5669 1.1375 -0.4780  0.074
H43 5.2056 -3.4344 -0.1014  0.114
H44 3.2714 -4.5583 0.7228  0.113
H45 0.0965 -5.8585 -1.8510  0.113
H46 0.1909 -3.6311 -2.9398  0.118
O1 -1.3017 -1.3902 -1.8317  -0.278
N4 -1.6350 -2.3840 -1.1415  -0.219
O2 -0.8179 -2.6687 -0.2226  -0.298

E_tot = -7630.41316 Eh
orbital gap = 5.771 eV

***

[4]
Below is a structure of composition C43H14Cl3CoF15GeN4O4S, with properties calculated with the ωB97M-V functional and the def2-TZVPD basis.

Last column: Löwdin charge in e.
Cartesian coordinates (Å):
Co1 -0.1590 -1.9889 0.0017  0.600
Cl1 2.9623 -4.9812 5.5128  0.596
C1 2.2742 -4.7568 3.9247  -0.697
C2 1.3846 -3.7021 3.7326  -0.043
C3 0.8237 -3.4953 2.4816  -0.200
N1 -0.0783 -2.5219 2.1305  0.057
C4 -0.9310 -1.9065 2.9253  -0.481
O1 -1.0471 -1.8671 4.1561  0.004
C5 -2.0066 -1.2610 2.0585  -0.153
C6 -2.9903 -0.4606 2.6166  -0.010
C7 -4.0120 0.0122 1.8120  -0.063
C8 -4.0372 -0.3554 0.4758  -0.067
C9 -3.0035 -1.1375 -0.0111  -0.162
N2 -2.0027 -1.5754 0.7500  0.063
C10 1.1422 -4.3717 1.4014  -0.187
C11 2.0253 -5.4217 1.6191  -0.041
C12 2.5896 -5.6028 2.8798  -0.693
Cl2 3.6924 -6.9366 3.1048  0.597
N3 0.5397 -4.0359 0.2073  0.076
C13 0.5750 -4.7655 -0.8907  -0.473
O2 1.0298 -5.9010 -1.1078  -0.018
C14 -0.0571 -4.0262 -2.0724  -0.153
C15 0.1018 -4.5695 -3.3420  -0.010
C16 -0.4155 -3.9030 -4.4359  -0.072
C17 -1.1037 -2.7187 -4.2302  -0.063
C18 -1.2329 -2.2503 -2.9334  -0.149
N4 -0.7268 -2.8788 -1.8737  0.082
H1 1.1167 -3.0521 4.5522  0.098
H2 -2.9170 -0.2438 3.6729  0.115
H3 -4.7841 0.6540 2.2205  0.102
H4 -4.8164 -0.0205 -0.1954  0.102
H5 -2.9693 -1.4224 -1.0515  0.077
H6 2.2616 -6.0976 0.8122  0.091
H7 0.6429 -5.5018 -3.4149  0.108
H8 -0.2778 -4.2957 -5.4367  0.098
H9 -1.5164 -2.1444 -5.0478  0.098
H10 -1.7416 -1.3143 -2.7422  0.020
Cl3 6.9956 -1.9570 1.0836  0.588
C19 5.3454 -1.8939 0.5051  -0.682
C20 5.0104 -2.5445 -0.6862  -0.114
C21 3.7239 -2.5053 -1.1546  0.004
C22 2.6845 -1.8245 -0.4586  -0.327
O3 1.5008 -1.8388 -0.9473  -0.115
C23 3.0669 -1.1561 0.7401  -0.115
C24 2.1322 -0.3473 1.5005  -0.185
O4 0.9636 -0.1446 1.2245  0.004
C25 4.3873 -1.2118 1.2067  -0.074
H11 5.7738 -3.0886 -1.2280  0.097
H12 3.4477 -3.0230 -2.0643  0.114
H13 2.5665 0.1204 2.4062  0.127
H14 4.6412 -0.7026 2.1291  0.109
F1 2.0013 4.3729 -0.5656  0.082
C26 1.6133 3.7208 0.5471  -0.203
C27 0.3958 3.0772 0.5998  -0.125
C28 0.0730 2.4739 1.8049  -0.266
F2 -1.1322 1.9174 1.9542  0.101
C29 0.9175 2.4762 2.9004  -0.160
F3 0.5651 1.8982 4.0470  0.130
C30 2.1462 3.1104 2.7982  -0.143
F4 2.9803 3.1313 3.8396  0.116
C31 2.4940 3.7435 1.6178  -0.141
F5 3.6699 4.3804 1.5250  0.102
Ge1 -0.8755 2.7947 -0.8932  0.578
S1 -0.9772 0.8107 -1.5396  0.295
C32 -2.6367 3.4604 -0.1742  -0.118
C33 -3.8002 3.1183 -0.8463  -0.258
F6 -3.7453 2.5635 -2.0603  0.075
C34 -5.0660 3.3577 -0.3400  -0.149
F7 -6.1609 2.9995 -1.0244  0.103
C35 -5.2020 3.9854 0.8866  -0.144
F8 -6.4158 4.2284 1.3892  0.111
C36 -4.0687 4.3762 1.5747  -0.144
F9 -4.1885 5.0085 2.7490  0.106
C37 -2.8211 4.1135 1.0295  -0.217
F10 -1.7695 4.5482 1.7443  0.093
C38 -0.4046 4.0553 -2.3792  -0.112
C39 0.7486 3.7867 -3.1029  -0.250
F11 1.6303 2.9002 -2.6436  0.092
C40 1.0550 4.4178 -4.2958  -0.141
F12 2.1835 4.1401 -4.9561  0.112
C41 0.1782 5.3588 -4.8109  -0.142
F13 0.4583 5.9822 -5.9590  0.111
C42 -0.9790 5.6609 -4.1182  -0.148
F14 -1.8235 6.5832 -4.6013  0.100
C43 -1.2425 5.0104 -2.9219  -0.212
F15 -2.3764 5.3730 -2.2940  0.085

E_tot = -8903.61549 Eh
orbital gap (alpha / beta) = 5.928 / 5.907 eV
charge = -2
<S²> = 0.759
2S+1 = 2